C4H9NOS | ωB97M-V with the def2-TZVPD basis set

```
16
Properties=species:S:1:pos:R:3:forces:R:3:nbo_charge:R:1
C 0.889 1.087 1.313 -1.74 -0.11 -2.62 -0.428
N 0.280 -0.068 1.887 0.28 -0.25 -0.82 -0.609
C -0.226 -1.033 1.099 0.14 -3.77 -1.13 0.677
O -0.346 -2.249 1.363 0.28 2.37 0.63 -0.605
C -0.744 -0.562 -0.225 -3.03 0.55 0.37 -0.534
C 0.013 -0.370 -1.475 1.29 2.62 -0.46 -0.463
S -1.172 0.289 -2.780 0.32 -0.70 0.94 -0.060
H 0.886 1.882 1.970 1.04 1.43 1.77 0.220
H 1.730 0.972 0.608 0.30 -0.24 1.13 0.199
H 0.118 1.469 0.635 0.16 0.25 -0.24 0.200
H 0.387 -0.270 2.830 0.61 -0.61 1.73 0.403
H -1.150 0.385 0.103 -0.52 0.67 -0.58 0.207
H -1.676 -1.129 -0.484 0.97 -0.12 0.52 0.245
H 0.779 0.460 -1.347 -0.74 -1.08 -0.21 0.201
H 0.537 -1.255 -1.718 0.33 -1.00 -0.86 0.220
H -0.304 0.391 -3.779 0.31 -0.01 -0.18 0.126
```
Forces are in eV/Å.

Properties
SMILES string: CNC(=O)CCS
Largest force on an atom: 3.94 eV/Å
HOMO-LUMO gap: 10.056 eV
Relative energy (zero: lowest compared OMol25 entry of this formula, charge and spin): 1.668 eV
LUMO: 0.7 eV